No. 1
ORCA calculation (the ωB97M-V functional and the def2-TZVPD basis) on C57H92BiN7O5 as an isolated structure.

Computed properties:
LUMO: 0.06 eV
Frontier orbital gap: 7.18 eV
E_HOMO: -0.261 Ha
Max |F|: 0.622 eV/A

Last column: Löwdin charge in e.
Positions of all 162 atoms, in Å:
1 Bi -0.439741 -0.163744 -1.015397  2.0958
2 C 7.183647 3.870411 -0.985951  -0.0668
3 C 6.125195 3.569702 -2.047994  -0.5596
4 C 5.734757 4.893065 -2.719734  -0.0516
5 C 6.746316 2.637780 -3.099094  -0.0495
6 C 4.889122 2.896185 -1.455616  -0.1802
7 C 3.781814 2.636115 -2.240393  -0.0006
8 C 2.666315 1.974697 -1.744443  -0.1844
9 C 1.544220 1.741328 -2.688213  -0.1611
10 N 0.218261 2.296632 -2.328021  -0.1779
11 C 0.050801 3.298048 -1.269329  -0.1200
12 C -0.595367 2.834677 0.069696  -0.1407
13 N -1.531573 1.688381 0.003326  -0.2404
14 C -2.841412 2.010383 -0.632838  -0.1326
15 C -2.937715 2.027704 -2.160147  -0.1315
16 N -2.192448 0.962588 -2.821538  -0.2384
17 C -1.418547 1.431981 -3.955677  -0.1858
18 C -0.501501 2.572819 -3.564688  -0.1854
19 C -2.956130 -0.231197 -3.233641  -0.1490
20 C -4.085832 -0.608846 -2.335018  -0.1593
21 C -5.378806 -0.566006 -2.827114  -0.0038
22 C -6.464696 -0.936578 -2.047073  -0.1753
23 C -6.171622 -1.373058 -0.762359  0.0126
24 C -4.889415 -1.452781 -0.214706  -0.0689
25 C -3.797175 -1.030413 -1.019285  -0.2951
26 O -2.551196 -0.987409 -0.573756  -0.2875
27 C -4.800606 -1.934202 1.246348  -0.5147
28 C -3.447708 -2.529785 1.644353  -0.0575
29 C -5.126167 -0.752856 2.174499  -0.0305
30 C -5.842548 -3.037595 1.518148  -0.0646
31 C -7.881286 -0.891724 -2.617186  -0.5614
32 C -8.937551 -1.243315 -1.568905  -0.0687
33 C -8.186956 0.515783 -3.146908  -0.0545
34 C -7.993828 -1.898519 -3.771143  -0.0495
35 C -1.927294 1.217779 1.380820  -0.1282
36 C -0.979689 0.556572 2.353099  -0.1281
37 C -1.036863 1.013751 3.665381  -0.0005
38 C -0.511046 0.293074 4.727034  -0.1660
39 C 0.078897 -0.929965 4.420977  0.0270
40 C 0.169080 -1.444361 3.130956  -0.0682
41 C -0.346832 -0.665729 2.072213  -0.2918
42 O -0.308655 -1.160752 0.834257  -0.3120
43 C 0.685438 -2.875018 2.889578  -0.5058
44 C -0.463599 -3.738914 2.350491  -0.0396
45 C 1.173948 -3.525930 4.187372  -0.0691
46 C 1.855998 -2.939702 1.896754  -0.0561
47 C -0.679993 0.798616 6.163442  -0.5579
48 C 0.023314 2.149453 6.345314  -0.0499
49 C -2.175618 0.969254 6.466375  -0.0508
50 C -0.098524 -0.176768 7.187394  -0.0692
51 C 2.577357 1.519824 -0.413754  -0.3131
52 O 1.507160 0.836838 -0.007664  -0.2466
53 C 3.697360 1.837278 0.423337  -0.0811
54 C 4.793668 2.493354 -0.128943  0.0154
55 C 3.731498 1.510747 1.909279  -0.5323
56 C 3.562870 0.006496 2.115474  -0.0482
57 C 2.601334 2.276635 2.599890  -0.0276
58 C 5.045241 1.920431 2.581729  -0.0724
59 H 8.029160 4.383997 -1.447672  0.0833
60 H 7.560920 2.957125 -0.521828  0.0841
61 H 6.787608 4.515649 -0.199460  0.0891
62 H 6.620486 5.392342 -3.120068  0.0825
63 H 5.259068 5.561737 -1.999921  0.0903
64 H 5.038917 4.736833 -3.544837  0.0734
65 H 7.658899 3.073613 -3.513889  0.0826
66 H 6.051960 2.457716 -3.921967  0.0783
67 H 6.997389 1.673736 -2.651261  0.0801
68 H 3.770792 2.933949 -3.284549  0.1141
69 H 1.412788 0.662980 -2.863643  0.0635
70 H 1.845446 2.160281 -3.654236  0.1140
71 H -0.558753 4.105658 -1.679653  0.1111
72 H 1.011978 3.744321 -1.000586  0.1274
73 H -1.129721 3.692861 0.498260  0.1287
74 H 0.184220 2.544807 0.765000  0.0928
75 H -3.162044 2.990442 -0.257904  0.1355
76 H -3.554614 1.277353 -0.266014  0.1048
77 H -2.594428 2.988121 -2.533741  0.1008
78 H -4.004856 1.967859 -2.399952  0.1350
79 H -2.067379 1.755379 -4.785566  0.1326
80 H -0.829811 0.586695 -4.329185  0.1186
81 H -1.062514 3.501777 -3.471058  0.1046
82 H 0.200294 2.734364 -4.390332  0.1199
83 H -2.234897 -1.058194 -3.298293  0.1209
84 H -3.355177 -0.075758 -4.245368  0.1207
85 H -5.525839 -0.235693 -3.851215  0.1120
86 H -6.996475 -1.668132 -0.131416  0.0855
87 H -2.608145 -1.901913 1.373554  0.0471
88 H -3.299025 -3.499830 1.162450  0.0996
89 H -3.437947 -2.688833 2.726024  0.0858
90 H -4.388938 0.045949 2.086371  0.0664
91 H -5.136078 -1.083218 3.216532  0.0866
92 H -6.106141 -0.333651 1.935174  0.0842
93 H -5.807396 -3.806683 0.744828  0.0933
94 H -6.863321 -2.657972 1.582621  0.0717
95 H -5.615749 -3.508965 2.476682  0.0830
96 H -8.900682 -0.559388 -0.718441  0.0878
97 H -8.812506 -2.261832 -1.197139  0.0851
98 H -9.931495 -1.172042 -2.014970  0.0832
99 H -8.111191 1.252908 -2.344906  0.0880
100 H -9.199164 0.556097 -3.556635  0.0815
101 H -7.495015 0.806744 -3.938375  0.0720
102 H -7.784938 -2.909825 -3.417647  0.0893
103 H -7.282379 -1.668592 -4.565968  0.0769
104 H -8.999301 -1.882347 -4.199455  0.0818
105 H -2.701117 0.480938 1.177705  0.0821
106 H -2.391492 2.070151 1.888980  0.1316
107 H -1.554672 1.949457 3.854132  0.1129
108 H 0.456803 -1.530261 5.233809  0.0801
109 H -1.294909 -3.753563 3.058164  0.0837
110 H -0.114740 -4.765813 2.209568  0.0869
111 H -0.826521 -3.365134 1.396853  0.0725
112 H 0.372691 -3.624975 4.922417  0.0857
113 H 1.995995 -2.965756 4.639451  0.0861
114 H 1.539691 -4.529593 3.960301  0.0843
115 H 1.625445 -2.418190 0.968966  0.0615
116 H 2.057694 -3.988657 1.663384  0.0731
117 H 2.759411 -2.511844 2.331916  0.0720
118 H -0.335066 2.888919 5.627393  0.0770
119 H 1.099679 2.042158 6.207788  0.0817
120 H -0.154055 2.538055 7.351406  0.0821
121 H -2.635530 1.711854 5.813088  0.0750
122 H -2.320242 1.294661 7.499578  0.0819
123 H -2.704387 0.024800 6.324461  0.0896
124 H 0.972943 -0.325082 7.038000  0.0866
125 H -0.591373 -1.149790 7.140719  0.0865
126 H -0.243630 0.223457 8.192820  0.0837
127 H 5.625455 2.709205 0.524104  0.0762
128 H 2.675095 -0.348584 1.605151  0.0532
129 H 3.464270 -0.225315 3.179442  0.0911
130 H 4.434660 -0.528221 1.723412  0.0852
131 H 1.645200 1.823384 2.372533  0.0585
132 H 2.592164 3.323020 2.280241  0.0950
133 H 2.733015 2.251816 3.680279  0.0793
134 H 5.911642 1.440232 2.121191  0.0829
135 H 5.008066 1.603416 3.626031  0.0854
136 H 5.197051 3.002567 2.569761  0.0887
137 N 1.777273 -1.425166 -4.723879  0.0591
138 C 2.228102 -2.660272 -4.085137  -0.2999
139 C 3.771177 -2.657108 -3.942434  -0.1415
140 C 4.420317 -1.384846 -3.360989  -0.1468
141 C 4.245573 -1.004243 -1.865811  -0.1326
142 N 3.854711 -2.076398 -0.957319  0.1214
143 C 4.559022 -3.163385 -0.730793  -0.4442
144 N 5.877609 -3.176780 -0.984224  0.2168
145 N 3.949672 -4.249069 -0.237975  0.2070
146 C 1.633319 -2.914965 -2.694270  -0.6411
147 O 1.738475 -4.062930 -2.234298  -0.0058
148 O 1.248498 -1.889720 -2.055104  -0.2076
149 H 0.976191 -1.618094 -5.312314  0.0712
150 H 1.442363 -0.819574 -3.979150  0.0230
151 H 1.959587 -3.513765 -4.707984  0.1419
152 H 4.187572 -2.767610 -4.946743  0.1125
153 H 4.060995 -3.550973 -3.385977  0.1014
154 H 4.043996 -0.541725 -3.945431  0.1012
155 H 5.490322 -1.442110 -3.575266  0.0977
156 H 3.467650 -0.252323 -1.750538  0.0919
157 H 5.161698 -0.538057 -1.490019  0.1158
158 H 2.854912 -2.123291 -0.767232  0.1122
159 H 6.354111 -2.321985 -1.207633  0.1118
160 H 6.425920 -3.999497 -0.817901  0.1195
161 H 2.967768 -4.354783 -0.527347  0.1039
162 H 4.484279 -5.090293 -0.108584  0.1202

Atoms 1-2, force components in eV/Å:
Bi -0.122 -0.272 -0.007
C -0.027 0.001 0.001



No. 2
ORCA calculation (the ωB97M-V functional and the def2-TZVPD basis) on C21H29BN9O2Sr as an isolated structure.

Computed properties:
Charge: +2
Energy relative to the best compared isomer or geometry (same formula, charge and spin): 31.9 kJ/mol
LUMO (spin up / spin down): -4.83 / -8.88 eV
Frontier orbital gap (spin up / spin down): 8.99 / 4.94 eV
Spin multiplicity: 2
E_HOMO (spin up / spin down): -0.508 / -0.508 Ha
Max |F|: 2.024 eV/A

Last column: Mulliken spin population.
Positions of all 63 atoms, in Å:
1 Sr 0.107112 0.222670 0.965496  -0.0006
2 C 3.966493 0.242386 0.799811  0.0004
3 C 3.242176 0.080527 -0.494450  0.0018
4 C 3.760225 -0.298161 -1.744463  -0.0014
5 C 2.676301 -0.296218 -2.586518  -0.0013
6 N 1.583532 0.078644 -1.878829  0.0157
7 N 1.930937 0.296779 -0.592537  0.0032
8 B 0.135337 0.139018 -2.414999  -0.0892
9 N -0.597739 -1.151883 -1.982401  0.0035
10 C -1.184572 -2.167392 -2.653988  0.0015
11 C -1.687747 -3.060640 -1.736281  -0.0004
12 C -1.363906 -2.517225 -0.485052  0.0003
13 C -1.669103 -3.057301 0.872488  -0.0001
14 N -0.706939 -1.370315 -0.645895  -0.0008
15 N -0.657989 1.364010 -1.902795  0.0176
16 C -1.515977 2.116545 -2.632425  -0.0011
17 C -2.051848 3.081201 -1.816018  -0.0013
18 C -1.472554 2.847969 -0.557642  0.0019
19 C -1.699197 3.592355 0.714908  0.0004
20 N -0.639174 1.810862 -0.627800  0.0032
21 N 0.285709 0.368786 -3.941245  0.3163
22 C 0.954390 1.501204 -4.459570  0.1141
23 C 0.933621 1.431456 -5.810273  0.0180
24 C 0.233360 0.227667 -6.077864  0.2558
25 C -0.096762 -0.373189 -7.368295  -0.0109
26 N -0.140746 -0.381861 -4.891334  0.2855
27 H 5.033414 0.094792 0.657767  0.0001
28 H 3.807595 1.243127 1.203876  0.0002
29 H 3.616040 -0.483132 1.536916  0.0001
30 H 4.779439 -0.543793 -1.988530  0.0000
31 H 2.624550 -0.554340 -3.632149  -0.0003
32 H -1.210191 -2.188739 -3.723747  -0.0021
33 H -2.212496 -3.980033 -1.931395  0.0000
34 H -2.224899 -3.987239 0.790792  0.0000
35 H -0.749079 -3.259001 1.426265  0.0000
36 H -2.270443 -2.345689 1.442485  0.0000
37 H -1.713072 1.918950 -3.673899  0.0003
38 H -2.762259 3.846132 -2.078129  0.0000
39 H -2.356487 4.439505 0.540257  0.0000
40 H -2.161868 2.948063 1.465764  0.0001
41 H -0.754715 3.965996 1.113668  0.0002
42 H 1.376100 2.239405 -3.795366  -0.0055
43 H 1.347457 2.119871 -6.526743  -0.0002
44 H 0.260596 0.238170 -8.190546  -0.0017
45 H 0.331602 -1.380148 -7.432772  0.0390
46 H -1.179365 -0.522311 -7.448591  0.0376
47 O -1.313568 0.273922 2.699704  0.0000
48 C -0.388003 0.208091 3.524585  0.0000
49 O 0.837549 0.080791 3.249232  0.0000
50 C -0.750948 0.284317 5.023264  0.0000
51 N 0.520595 0.114870 5.808736  0.0000
52 C 0.432389 -1.197474 6.531173  0.0000
53 C -1.058838 -1.335755 6.797195  0.0000
54 C -1.681738 -0.852925 5.482483  0.0000
55 H -1.184869 1.263667 5.216425  0.0000
56 H 0.665693 0.876471 6.466752  0.0000
57 H 1.266828 0.124574 5.090402  0.0000
58 H 1.052675 -1.190276 7.423469  0.0000
59 H 0.784280 -1.977192 5.857446  0.0000
60 H -1.356241 -0.693051 7.627963  0.0000
61 H -1.338288 -2.357204 7.042790  0.0000
62 H -2.703326 -0.505438 5.606829  0.0000
63 H -1.691049 -1.654892 4.743571  0.0000

Atoms 1-2, force components in eV/Å:
Sr 0.954 -0.254 -0.434
C -0.143 0.037 0.039



The highest max |F| belongs to which entry? C21H29BN9O2Sr